ORCA calculation (wB97M-V/def2-TZVPD) on a cluster of 2 separate species, C2HCl3FN in total at a distorted geometry.

```
! wB97M-V def2-TZVPD RIJCOSX def2/J DEFGRID3
* xyz 0 1
C -0.76 -2.38 0.37
C -1.84 -2.75 -0.61
N 0.07 -2.23 1.14
F 0.31 0.05 -0.09
Cl -1.15 -2.61 -2.37
Cl -2.20 -4.37 -0.28
Cl -3.18 -1.65 -0.35
H 1.12 -0.15 0.34
*
```

Results
SMILES = N#CC(Cl)(Cl)Cl.F
energy relative to the best compared isomer or geometry (same formula, charge and spin) = 44.3 kJ/mol
F_max = 2.5 eV/Å
lowest unoccupied orbital energy = -0.009 hartree
HOMO level = -0.4299 hartree
Kohn-Sham gap = 11.459 eV

Electronic structure analysis, Löwdin charges in units of e: -0.407 -1.589 0.174 -0.105 0.510 0.685 0.640 0.092

---

ORCA calculation (wB97M-V/def2-TZVPD) on a structure of composition C4H10NO at a distorted geometry.

```
! wB97M-V def2-TZVPD RIJCOSX def2/J DEFGRID3
* xyz 1 3
C -0.47 0.65 -1.38
C -0.64 -0.58 -0.40
C 0.72 0.55 0.42
C -1.80 -0.80 0.46
N 2.17 0.05 0.63
O 0.62 1.36 -0.73
H -0.31 0.50 -2.54
H -1.48 1.15 -1.33
H -0.13 -1.51 -0.65
H 0.47 1.03 1.50
H -1.95 -1.88 0.75
H -2.73 -0.48 -0.14
H -1.76 -0.09 1.26
H 2.77 0.87 0.90
H 2.43 -0.31 -0.27
H 2.09 -0.50 1.53
*
```

Results
energy relative to the best compared isomer or geometry (same formula, charge and spin) = 277.3 kJ/mol
F_max = 8.7 eV/Å
lowest unoccupied orbital energy (spin up / spin down) = -0.138 / -0.261 hartree
HOMO level (spin up / spin down) = -0.3646 / -0.5564 hartree
Kohn-Sham gap (spin up / spin down) = 6.153 / 8.050 eV

Electronic structure analysis, Löwdin charges in units of e: -0.125 -0.222 -0.181 -0.095 0.214 -0.050 0.170 0.129 0.115 0.199 0.111 0.125 0.071 0.184 0.158 0.197

---

ORCA calculation (wB97M-V/def2-TZVPD) on a structure of composition C25H64N5O12V at a distorted geometry.

```
! wB97M-V def2-TZVPD RIJCOSX def2/J DEFGRID3
* xyz 0 1
O 0.55 -1.40 -2.22
V 0.06 -1.49 -0.74
O 0.05 0.04 -0.24
O -0.28 -8.00 -1.22
C -0.95 -6.88 -1.15
O -2.17 -6.83 -1.50
O -0.38 -5.84 -0.75
H -1.16 -8.37 -1.31
C -9.67 4.89 2.81
O -8.79 5.03 1.68
C -8.58 6.44 1.40
C -7.24 6.63 0.68
N -6.15 6.19 1.56
C -4.93 5.87 0.84
C -3.92 4.97 1.64
O -3.23 5.58 2.80
C -2.24 4.71 3.31
H -9.28 5.43 3.67
H -9.69 3.83 3.07
H -10.67 5.25 2.58
H -8.58 7.03 2.32
H -9.40 6.71 0.74
H -7.11 7.67 0.39
H -7.18 6.02 -0.22
H -6.40 5.39 2.12
H -4.46 6.82 0.56
H -5.18 5.45 -0.13
H -3.18 4.58 0.94
H -4.49 4.13 2.01
H -1.71 5.16 4.15
H -1.48 4.49 2.56
H -2.73 3.81 3.70
C 5.08 -5.28 3.47
O 5.33 -5.66 2.14
C 4.66 -6.80 1.74
C 5.09 -7.05 0.28
N 4.49 -6.09 -0.67
C 4.72 -6.38 -2.12
C 4.13 -5.38 -3.12
O 4.49 -5.75 -4.48
C 4.14 -4.71 -5.39
H 5.53 -5.97 4.19
H 4.01 -5.13 3.65
H 5.60 -4.37 3.74
H 3.59 -6.62 1.76
H 4.76 -7.61 2.47
H 4.55 -7.97 0.06
H 6.16 -7.15 0.11
H 3.50 -5.99 -0.52
H 4.32 -7.34 -2.44
H 5.80 -6.42 -2.31
H 4.48 -4.42 -2.73
H 3.05 -5.29 -3.09
H 4.96 -3.99 -5.41
H 3.19 -4.22 -5.14
H 4.08 -5.00 -6.44
C -5.86 -1.50 0.13
C -4.39 -1.46 0.48
C -4.01 -2.30 1.76
O -2.62 -2.25 2.05
C -2.20 -2.94 3.20
N -3.55 -1.88 -0.66
H -6.52 -1.17 0.94
H -6.11 -2.52 -0.16
H -5.97 -0.82 -0.71
H -4.17 -0.39 0.58
H -4.35 -3.33 1.65
H -4.56 -1.88 2.60
H -1.17 -2.60 3.31
H -2.16 -4.02 3.10
H -2.73 -2.66 4.11
H -3.90 -1.39 -1.46
H -3.91 -2.79 -0.90
C 4.46 -0.11 0.68
C 4.21 -0.78 2.04
C 3.79 0.15 3.17
O 3.53 -0.67 4.33
C 2.85 -0.09 5.42
N 3.21 -1.88 1.85
H 5.33 0.52 0.86
H 3.68 0.61 0.41
H 4.72 -0.83 -0.10
H 5.03 -1.42 2.36
H 2.90 0.73 2.97
H 4.56 0.86 3.47
H 3.19 0.93 5.63
H 2.90 -0.69 6.33
H 1.78 -0.04 5.20
H 3.03 -2.16 2.80
H 3.64 -2.70 1.45
C 3.68 6.90 -5.31
C 2.29 6.38 -4.88
C 2.38 4.87 -4.74
O 2.64 4.20 -5.97
C 2.67 2.76 -5.76
N 1.80 6.96 -3.66
H 3.78 7.95 -5.58
H 4.03 6.41 -6.22
H 4.43 6.73 -4.54
H 1.59 6.53 -5.70
H 1.40 4.51 -4.42
H 3.10 4.52 -4.01
H 1.71 2.40 -5.40
H 3.50 2.54 -5.07
H 2.91 2.27 -6.70
H 2.54 6.89 -2.97
H 1.81 7.97 -3.80
*
```

Results
energy relative to the best compared isomer or geometry (same formula, charge and spin) = 466.2 kJ/mol
F_max = 6.4 eV/Å
lowest unoccupied orbital energy = -0.148 hartree
HOMO level = -0.2522 hartree
Kohn-Sham gap = 2.824 eV

Atom charges from the Löwdin analysis, given in e for atoms 1 to 99: -0.238 1.221 -0.279 0.103 -0.923 -0.071 -0.089 0.085 -0.105 -0.210 -0.197 -0.202 -0.078 -0.209 -0.160 -0.197 -0.133 0.081 0.084 0.084 0.116 0.119 0.119 0.106 0.099 0.116 0.103 0.109 0.109 0.084 0.080 0.081 -0.119 -0.192 -0.243 -0.182 -0.066 -0.200 -0.222 -0.182 -0.116 0.084 0.086 0.080 0.118 0.122 0.110 0.122 0.103 0.114 0.117 0.111 0.117 0.080 0.080 0.080 -0.065 -0.422 -0.174 -0.212 -0.113 0.046 0.084 0.086 0.080 0.132 0.132 0.121 0.082 0.095 0.087 0.068 0.082 -0.054 -0.403 -0.167 -0.221 -0.106 0.037 0.074 0.074 0.079 0.137 0.126 0.129 0.086 0.088 0.082 0.051 0.065 -0.066 -0.442 -0.232 -0.201 -0.084 0.038 0.069 0.073 0.076

---

ORCA calculation (wB97M-V/def2-TZVPD) on an isolated molecule of C5H6O.

```
! wB97M-V def2-TZVPD RIJCOSX def2/J DEFGRID3
* xyz 0 1
C -0.01 -1.28 0.69
C -0.36 0.16 0.30
C 0.68 1.16 0.81
O 1.74 0.84 1.28
C -0.45 0.33 -1.16
C -0.46 0.46 -2.35
H -0.79 -1.97 0.36
H 0.94 -1.57 0.23
H 0.11 -1.35 1.78
H -1.32 0.45 0.74
H 0.39 2.22 0.71
H -0.48 0.57 -3.41
*
```

Results
SMILES = C#C[C@@H](C)C=O
energy relative to the best compared isomer or geometry (same formula, charge and spin) = 177.2 kJ/mol
F_max = 0.6 eV/Å
lowest unoccupied orbital energy = 0.034 hartree
HOMO level = -0.3626 hartree
Kohn-Sham gap = 10.803 eV

Electronic structure analysis, Löwdin charges in units of e: -0.063 -0.354 -0.230 0.071 -0.119 0.131 0.084 0.089 0.084 0.147 0.130 0.030

---

ORCA calculation (wB97M-V/def2-TZVPD) on a structure of composition C22H20MoN6O12Si.

```
! wB97M-V def2-TZVPD RIJCOSX def2/J DEFGRID3
* xyz 2 1
Mo 0.40 0.53 -0.51
O -2.53 5.95 -0.61
C -1.85 4.83 -0.59
C -0.48 4.74 -0.25
C 0.10 3.50 -0.26
N -0.60 2.40 -0.54
C -1.87 2.48 -0.96
C -2.54 3.67 -1.00
C -2.32 1.15 -1.45
O -3.39 0.83 -1.84
O -1.24 0.28 -1.40
C 1.56 3.16 -0.17
O 2.43 3.86 0.23
O 1.74 1.91 -0.68
H -2.00 6.73 -0.36
H 0.11 5.62 -0.03
H -3.56 3.73 -1.35
C 4.18 -0.91 -0.76
C 3.53 -0.66 0.55
C 4.17 -0.86 1.78
C 3.50 -0.61 2.97
C 2.18 -0.16 2.96
C 1.62 0.00 1.72
N 2.26 -0.25 0.58
N 0.34 0.48 1.36
Si -1.06 0.57 2.63
C -2.66 0.80 1.73
C -0.61 2.08 3.61
C -0.95 -1.06 3.51
H 5.26 -0.97 -0.64
H 3.95 -0.11 -1.47
H 3.84 -1.85 -1.18
H 5.19 -1.22 1.79
H 4.01 -0.76 3.91
H 1.65 0.07 3.88
H -2.82 1.82 1.38
H -3.44 0.61 2.47
H -2.83 0.08 0.94
H -0.61 2.97 2.98
H 0.35 2.01 4.11
H -1.37 2.23 4.38
H -0.22 -1.73 3.06
H -1.92 -1.56 3.46
H -0.69 -0.93 4.56
O -0.75 -4.74 -5.62
N -1.30 -4.89 -4.56
O -2.12 -5.73 -4.28
C -0.92 -3.96 -3.48
C 0.01 -2.99 -3.74
C 0.34 -2.12 -2.70
C -0.23 -2.20 -1.41
O 0.18 -1.45 -0.43
C -1.20 -3.20 -1.24
C -1.53 -4.08 -2.24
N -1.89 -3.31 0.06
O -2.12 -2.27 0.65
O -2.20 -4.41 0.42
N 1.31 -1.10 -2.98
O 1.42 -0.05 -2.23
O 2.01 -1.17 -3.93
H 0.46 -2.91 -4.72
H -2.27 -4.86 -2.07
*
```

Results
energy relative to the best compared isomer or geometry (same formula, charge and spin) = 20.7 kJ/mol
F_max = 0.7 eV/Å
lowest unoccupied orbital energy = -0.336 hartree
HOMO level = -0.5717 hartree
Kohn-Sham gap = 6.423 eV

Electronic structure analysis, Löwdin charges in units of e: 2.075 0.174 -0.232 0.132 -0.136 0.003 -0.161 0.140 -0.439 0.248 -0.192 -0.453 0.226 -0.200 0.157 0.158 0.165 0.011 -0.247 0.039 0.016 0.030 -0.379 0.049 -0.135 0.539 -0.142 -0.142 -0.140 0.099 0.087 0.100 0.136 0.135 0.114 0.037 0.072 0.026 0.035 0.039 0.061 0.043 0.052 0.055 0.126 -0.344 0.134 -0.081 0.130 -0.050 -0.237 -0.190 -0.023 0.143 -0.318 0.082 0.160 -0.213 -0.117 0.235 0.152 0.156